1.
59
Properties=species:S:1:pos:R:3:forces:R:3 method="wB97M-V/def2-TZVPD" total_charge=+1 e_tot_ev=-106276.271 e_above_lowest_kcal_mol=0.0 homo_energy_ev=-10.9
Be 1.246 -0.337 0.178 0.029 -0.167 -0.043
O 0.650 -4.931 -2.111 -0.057 0.085 0.046
C 1.079 -4.947 -0.800 -0.015 0.010 -0.049
C 0.967 -6.140 -0.110 -0.038 -0.178 -0.033
C 1.331 -6.198 1.225 0.036 0.043 0.067
C 1.814 -5.066 1.872 -0.014 -0.004 -0.045
C 1.916 -3.872 1.173 0.030 -0.003 0.012
C 1.542 -3.798 -0.164 -0.021 0.211 0.076
C 1.558 -2.481 -0.918 -0.168 0.276 0.420
O 2.142 -1.438 -0.230 -0.012 -0.467 -0.178
N 0.151 -2.053 -1.220 0.313 0.484 -0.271
N -0.280 -1.005 -0.454 0.337 -0.149 0.212
C -1.539 -0.782 -0.361 -0.180 0.093 -0.062
C -2.177 0.247 0.450 0.496 -0.174 0.204
Br -1.314 0.698 2.090 0.016 -0.066 -0.040
C -3.377 0.774 0.214 -0.382 0.100 -0.271
C -4.200 0.613 -0.993 0.030 -0.029 0.016
C -5.585 0.747 -0.856 -0.049 -0.040 0.075
C -6.425 0.585 -1.943 -0.022 0.000 -0.039
C -5.894 0.303 -3.196 0.024 -0.003 0.021
C -4.518 0.206 -3.357 -0.010 -0.010 -0.036
C -3.677 0.366 -2.267 0.084 0.071 0.054
H 1.157 -4.297 -2.631 0.042 -0.052 0.000
H 0.596 -7.014 -0.635 0.047 0.084 0.052
H 1.249 -7.135 1.761 -0.008 0.022 -0.014
H 2.111 -5.113 2.912 -0.014 -0.009 -0.055
H 2.294 -2.980 1.656 -0.019 -0.053 -0.030
H 2.056 -2.609 -1.884 0.049 0.054 -0.081
H -0.521 -2.787 -1.386 -0.182 -0.139 0.117
H -2.212 -1.432 -0.913 -0.096 0.012 -0.030
H -3.818 1.371 1.005 0.014 0.057 -0.055
H -6.002 0.965 0.122 0.014 -0.004 -0.057
H -7.496 0.686 -1.818 0.060 -0.020 0.006
H -6.551 0.178 -4.048 0.033 0.015 0.038
H -4.099 0.020 -4.340 -0.028 0.020 0.082
H -2.603 0.357 -2.424 -0.048 -0.039 0.016
C 1.263 4.927 -0.079 0.055 -0.069 -0.003
C 0.148 3.941 -0.346 0.088 -0.109 0.036
N 0.671 2.590 -0.161 0.167 -0.065 0.119
C 1.629 2.243 0.739 -0.074 0.094 0.036
N 1.877 0.955 0.937 -0.116 0.051 -0.075
C 2.898 0.591 1.944 -0.088 0.009 -0.130
C 4.032 1.589 1.921 -0.019 0.031 -0.081
C 3.463 2.956 2.221 -0.127 0.003 -0.049
N 2.296 3.227 1.370 -0.051 0.045 -0.014
C 1.842 4.623 1.288 0.053 -0.139 -0.041
H 0.884 5.948 -0.107 0.004 -0.012 0.003
H 2.039 4.823 -0.842 -0.016 0.046 0.013
H -0.224 4.027 -1.363 -0.008 -0.022 -0.072
H -0.686 4.124 0.337 -0.059 -0.021 0.023
H 0.140 1.829 -0.548 -0.103 -0.004 0.049
H 3.259 -0.411 1.714 -0.068 0.032 -0.043
H 2.441 0.566 2.939 -0.029 -0.022 -0.010
H 4.494 1.584 0.931 0.040 -0.014 0.025
H 4.794 1.329 2.655 -0.002 0.025 0.006
H 4.198 3.733 2.021 0.042 0.090 -0.027
H 3.179 3.032 3.273 -0.053 0.013 0.031
H 2.700 5.256 1.495 0.073 0.014 0.013
H 1.096 4.815 2.063 -0.001 -0.005 0.068

=====

2.
44
Properties=species:S:1:pos:R:3:forces:R:3 method="wB97M-V/def2-TZVPD" e_tot_ev=-40213.496 e_above_lowest_kcal_mol=4.7 smiles="Cc1cc(C)cc(NC(=O)CSc2nnc(-c3cc(C)[nH]n3)n2N)c1" homo_energy_ev=-8.3
C -2.150 -1.818 2.342 0.040 -0.064 0.012
C -1.417 -1.831 1.037 0.035 0.020 -0.204
C -2.096 -1.974 -0.166 0.017 -0.046 -0.003
C -1.418 -1.983 -1.376 0.089 -0.039 0.055
C -0.038 -1.844 -1.372 -0.046 -0.101 0.099
C 0.655 -1.699 -0.174 -0.162 -0.032 0.098
C -0.036 -1.700 1.029 0.022 -0.006 0.104
H 0.500 -1.576 1.955 0.051 0.010 0.066
N 2.035 -1.458 -0.244 -0.054 -0.388 -0.452
C 2.880 -1.143 0.781 0.391 -0.055 -0.114
O 2.724 -1.455 1.933 -0.035 -0.013 0.209
C 4.087 -0.324 0.328 -0.111 0.332 -0.029
H 4.823 -0.940 -0.189 0.022 -0.030 0.019
H 4.539 0.142 1.202 -0.084 -0.170 -0.042
S 3.591 0.981 -0.859 0.255 0.150 0.003
C 2.098 1.439 -0.071 0.092 0.075 -0.523
N 1.926 1.642 1.212 1.056 -0.031 -0.162
N 0.623 1.744 1.438 -1.309 0.091 0.330
C -0.013 1.599 0.295 0.783 -0.092 -0.476
N 0.894 1.410 -0.709 0.015 0.034 1.149
N 0.641 1.332 -2.062 0.017 0.240 -0.800
H -0.360 1.157 -2.178 0.226 -0.127 0.013
H 1.212 0.607 -2.490 -0.119 -0.014 0.265
C -1.431 1.493 0.112 -1.079 -0.085 -0.198
N -1.975 1.236 -1.076 0.495 0.125 -0.194
N -3.281 1.110 -0.848 -0.119 0.042 0.222
C -3.602 1.278 0.457 0.178 0.028 0.125
C -2.421 1.531 1.113 -0.089 -0.022 -0.277
H -2.258 1.715 2.152 -0.043 0.025 0.309
C -5.000 1.179 0.945 -0.043 0.023 -0.067
H -5.611 1.978 0.525 -0.076 0.024 0.043
H -5.443 0.226 0.656 -0.071 -0.052 0.052
H -5.017 1.262 2.027 -0.054 -0.011 0.044
H -3.906 0.911 -1.613 0.118 0.029 0.084
H 2.385 -1.272 -1.176 -0.082 0.105 0.283
H 0.502 -1.846 -2.311 0.080 -0.016 -0.110
C -2.155 -2.099 -2.677 0.044 0.034 0.060
H -3.164 -2.469 -2.519 -0.085 -0.034 -0.042
H -1.637 -2.773 -3.356 -0.023 -0.041 -0.095
H -2.216 -1.122 -3.159 -0.039 0.066 -0.083
H -3.172 -2.077 -0.160 -0.151 -0.022 0.000
H -2.012 -2.769 2.856 -0.043 -0.042 0.093
H -1.758 -1.032 2.984 -0.019 0.064 0.104
H -3.215 -1.658 2.193 -0.091 0.019 0.030

=====

3.
13
Properties=species:S:1:pos:R:3:forces:R:3 method="wB97M-V/def2-TZVPD" total_charge=+3 e_tot_ev=-11517.203 e_above_lowest_kcal_mol=85.4 homo_energy_ev="-19.8 / -22.7" s2=6.025 multiplicity=5
O 1.815 -0.463 -2.122 -1.287 -1.508 -0.542
C 0.734 -0.991 -1.743 1.876 1.240 1.585
C -0.061 -1.349 -0.789 -0.594 0.076 -2.404
Li 2.901 -1.152 -3.480 0.527 -0.031 -0.816
Li 2.391 0.233 -0.433 0.706 0.445 0.232
H -0.254 -1.965 -2.072 -0.040 0.665 0.967
C -1.706 -2.585 1.283 -1.734 -0.100 -1.433
C -0.571 -2.984 0.534 0.910 -1.356 1.559
O -2.096 -1.366 1.330 -0.940 -2.094 2.916
H -2.427 -3.353 1.606 -0.002 0.300 0.224
H -0.709 -3.927 -0.013 0.275 0.205 0.137
H 0.335 -2.920 1.157 0.108 0.065 -0.669
Ir -1.256 -0.088 0.224 0.197 2.095 -1.756

=====

4.
24
Properties=species:S:1:pos:R:3:forces:R:3 method="wB97M-V/def2-TZVPD" total_charge=+1 e_tot_ev=-12956.792 e_above_lowest_kcal_mol=67.6 smiles="CC(C)N[N+](=O)[C@H]1N[C@@H]1C" homo_energy_ev=-14.3
C -0.359 2.449 -0.384 0.420 -0.001 0.173
C -1.030 1.106 -0.503 -0.883 0.447 1.241
C 0.777 2.806 -1.297 -0.066 0.038 0.058
C -0.681 -2.908 1.196 -0.189 0.135 -0.037
C 0.956 -1.110 0.560 -0.062 -0.071 -0.065
C -0.507 -1.550 0.533 0.814 -0.278 -0.768
N -1.648 2.278 -0.981 -0.385 0.129 -0.484
N -1.354 -0.582 1.228 -0.511 -0.199 0.884
N -1.620 0.623 0.859 0.730 0.168 -1.385
O -2.313 1.364 1.501 0.191 -0.299 -0.017
H -0.296 2.862 0.621 -0.182 -0.141 0.005
H -0.763 0.318 -1.183 -0.040 -0.290 0.107
H 0.574 2.455 -2.304 0.032 -0.045 -0.091
H 1.717 2.394 -0.940 0.100 -0.027 0.038
H 0.870 3.890 -1.323 0.044 0.047 -0.054
H -0.255 -2.915 2.195 0.045 0.021 0.161
H -1.727 -3.197 1.246 -0.131 -0.064 0.010
H -0.159 -3.657 0.605 0.028 0.020 -0.017
H 1.114 -0.153 0.070 0.048 0.052 -0.006
H 1.555 -1.855 0.042 0.027 -0.025 -0.030
H 1.315 -1.043 1.584 0.017 0.016 0.107
H -0.858 -1.620 -0.504 -0.028 0.018 0.184
H -2.463 2.620 -0.482 0.100 -0.096 0.168
H -1.747 -0.871 2.127 -0.122 0.447 -0.184